(1)
The following is a quantum chemistry calculation of a gas-phase ion, C5H13N2O (charge +1) at a distorted geometry, from OMol25.

Summary:
F_max   1.02 eV/Å
Calculated total energy   -10418.19589 eV
M   117.2 Da
SMILES string   C[C@H]([NH3+])CCC(N)=O

ORCA input file:
```
! RIJCOSX wB97M-V def2-TZVPD def2/J DEFGRID3
* xyz 1 1
C -0.64 1.76 1.90
C -0.38 0.44 1.20
C -0.84 0.40 -0.26
C 0.10 -0.03 -1.39
C 0.31 -1.54 -1.46
N 0.25 -2.15 -2.65
O 0.55 -2.14 -0.42
N 1.05 0.08 1.39
H -1.62 2.14 1.65
H 0.05 2.55 1.62
H -0.60 1.69 2.97
H -0.92 -0.30 1.77
H -1.69 -0.28 -0.27
H -1.22 1.38 -0.60
H -0.25 0.44 -2.32
H 1.11 0.39 -1.25
H 0.38 -3.14 -2.71
H 0.26 -1.64 -3.51
H 1.27 -0.05 2.38
H 1.18 -0.82 0.90
H 1.65 0.84 1.06
*
```

---

(2)
The following is a quantum chemistry calculation of a molecular structure, C62H44N7O2SZr at a distorted geometry, from OMol25.

Summary:
F_max   1.85 eV/Å
Calculated total energy   -91645.62562 eV
M   1042.4 Da

ORCA input file:
```
! RIJCOSX wB97M-V def2-TZVPD def2/J DEFGRID3
* xyz 1 1
Zr 0.23 -0.07 -0.14
C 7.80 -2.13 1.26
C 6.80 -2.34 2.20
C 5.49 -1.99 1.91
C 5.17 -1.42 0.68
C 6.18 -1.20 -0.25
C 7.48 -1.56 0.04
C 3.76 -1.06 0.37
C 2.89 -2.08 0.05
C 3.31 -3.46 0.04
C 2.22 -4.20 -0.25
C 1.14 -3.27 -0.46
C -0.12 -3.70 -0.92
C -0.45 -5.14 -0.94
C -0.29 -5.93 0.20
C -0.55 -7.28 0.15
C -1.00 -7.87 -1.02
C -1.18 -7.09 -2.15
C -0.90 -5.73 -2.12
C -1.01 -2.77 -1.43
N -0.70 -1.47 -1.59
C -1.89 -0.81 -2.06
C -2.01 1.28 -2.44
C -3.52 1.68 -2.59
C -3.90 3.14 -2.69
C -5.16 3.55 -2.76
C -6.32 2.66 -2.81
C -6.37 1.54 -3.51
C -5.27 1.11 -4.45
C -0.93 2.28 -2.24
C -0.74 3.56 -2.78
C 0.27 4.13 -2.06
C 0.72 3.16 -1.14
N -0.02 1.99 -1.28
C 1.77 3.32 -0.24
C 2.47 2.26 0.34
C 3.73 2.47 0.98
C 4.35 1.26 1.03
C 3.43 0.31 0.48
N 2.27 0.91 0.09
C 2.31 4.69 -0.10
C 3.30 5.12 -0.98
C 3.78 6.41 -0.90
C 3.30 7.28 0.06
C 2.32 6.85 0.94
C 1.82 5.56 0.86
C -2.97 -1.84 -2.07
C -2.40 -3.02 -1.78
N 1.54 -1.98 -0.26
H 8.81 -2.41 1.49
H 7.04 -2.77 3.16
H 4.71 -2.17 2.63
H 5.94 -0.76 -1.21
H 8.26 -1.41 -0.69
H 4.30 -3.81 0.24
H 2.13 -5.26 -0.35
H 0.04 -5.46 1.11
H -0.41 -7.89 1.03
H -1.22 -8.92 -1.06
H -1.52 -7.54 -3.07
H -1.00 -5.14 -3.01
H -3.10 3.85 -2.58
H -5.38 4.61 -2.73
H -7.18 2.97 -2.22
H -7.24 0.90 -3.47
H -5.58 0.24 -5.02
H -1.28 3.99 -3.60
H 0.68 5.12 -2.16
H 4.12 3.42 1.29
H 5.33 1.03 1.40
H 3.67 4.45 -1.74
H 4.54 6.75 -1.60
H 3.68 8.29 0.13
H 1.93 7.53 1.69
H 1.05 5.24 1.54
H -3.98 -1.64 -2.35
H -2.87 -3.98 -1.75
O -4.00 2.51 5.24
C -4.45 2.38 4.12
O -5.49 2.63 3.55
C -3.37 1.71 3.11
C -3.79 1.30 1.86
C -2.85 0.81 0.95
N -1.53 0.72 1.26
C -1.14 1.12 2.49
C -2.04 1.58 3.45
C 0.27 0.88 2.81
C 0.96 1.56 3.81
C 2.17 1.07 4.25
C 2.61 -0.15 3.75
C 1.90 -0.74 2.72
N 0.80 -0.21 2.19
C -3.12 0.72 -0.47
C -4.07 1.28 -1.23
C -3.96 0.86 -3.79
C -3.01 0.02 -4.21
C -1.79 0.06 -3.36
N -1.96 0.42 -1.24
H -4.83 1.41 1.60
H -1.74 1.85 4.46
H 0.55 2.47 4.22
H 2.75 1.59 5.01
H 3.48 -0.63 4.15
H 2.20 -1.70 2.31
H -5.04 1.61 -0.91
H -5.10 1.93 -5.16
H -3.10 -0.65 -5.05
H -0.84 -0.02 -3.88
C -2.60 -3.42 1.60
S -1.09 -2.45 1.87
C -1.39 -2.06 3.62
H -2.66 -4.20 2.36
H -2.52 -3.88 0.62
H -3.47 -2.77 1.65
H -2.23 -1.37 3.71
H -0.49 -1.61 4.03
H -1.61 -2.98 4.14
*
```

---

(3)
The following is a quantum chemistry calculation of 2 unconnected molecules or ions with the total composition C5H12NS at a distorted geometry, from OMol25.

Summary:
F_max   2.15 eV/Å
Calculated total energy   -17704.56688 eV
M   118.2 Da

ORCA input file:
```
! RIJCOSX wB97M-V def2-TZVPD def2/J DEFGRID3
* xyz -1 1
N -0.03 2.39 0.51
C 1.33 1.85 0.24
C 2.07 0.00 1.82
C 1.85 1.31 1.57
H -0.62 1.57 0.64
H -0.42 2.90 -0.29
H 2.00 2.63 -0.15
H 1.26 0.97 -0.40
H 2.45 -0.36 2.83
H 1.54 -0.75 1.23
H 1.94 2.08 2.38
C -1.60 -2.62 -1.59
C -1.82 -1.09 -1.22
S -1.15 -0.75 0.47
H -2.15 -3.25 -0.91
H -0.56 -2.78 -1.37
H -1.83 -2.92 -2.59
H -2.94 -0.79 -1.21
H -1.32 -0.41 -1.98
*
```

---

(4)
The following is a quantum chemistry calculation of 2 unconnected molecules or ions with the total composition C8H15N2O3 at a distorted geometry, from OMol25.

Summary:
F_max   5.28 eV/Å
Calculated total energy   -17650.53918 eV
M   187.2 Da

ORCA input file:
```
! RIJCOSX wB97M-V def2-TZVPD def2/J DEFGRID3
* xyz 1 1
C -1.45 1.10 1.47
C -2.55 1.42 0.56
C -0.27 1.73 1.39
C -2.52 2.44 -0.30
C -0.06 0.45 -1.50
C 0.91 -0.17 -0.67
C 2.31 0.33 -0.50
C 0.14 -2.37 0.14
N 0.75 2.34 1.24
N 0.50 -0.98 0.39
O -1.30 -0.06 -1.41
O 2.65 0.30 0.86
O 0.41 -3.11 1.31
H -1.62 0.34 2.17
H -3.48 0.82 0.54
H -3.48 2.68 -0.92
H -1.72 3.08 -0.57
H 0.37 1.16 -2.28
H 2.52 1.33 -0.94
H 2.93 -0.44 -1.13
H -0.93 -2.45 -0.10
H 0.91 -2.70 -0.56
H 1.40 2.32 0.45
H -0.36 -0.56 0.90
H 1.31 -0.82 1.14
H -1.88 0.38 -1.93
H 3.56 0.33 0.97
H 0.82 -3.94 1.18
*
```

---

(5)
The following is a quantum chemistry calculation of 3 unconnected molecules or ions with the total composition C3H11NO3S at a distorted geometry, from OMol25.

Summary:
F_max   1.74 eV/Å
Calculated total energy   -21756.55608 eV
M   141.2 Da
SMILES string   O=CNCCS.O.O

ORCA input file:
```
! RIJCOSX wB97M-V def2-TZVPD def2/J DEFGRID3
* xyz 0 1
O 0.95 -3.31 -0.61
C 0.32 -2.29 -0.64
N 0.66 -1.22 0.22
C -0.42 -0.60 0.99
C -0.88 0.74 0.37
S 0.18 1.93 1.32
H -0.52 -2.09 -1.35
H 1.49 -1.44 0.76
H -0.12 -0.36 2.06
H -1.25 -1.32 1.01
H -1.94 0.75 0.55
H -0.65 0.92 -0.68
H -0.15 3.05 0.65
H -1.74 1.45 -2.64
H -3.03 0.59 -2.75
O -2.10 0.62 -2.97
H 3.27 0.31 1.78
H 2.56 1.39 0.91
O 3.38 0.89 1.01
*
```

---

(6)
The following is a quantum chemistry calculation of a molecular structure, C42H32F3NOP2PdS at a distorted geometry, from OMol25.

Summary:
F_max   3.51 eV/Å
Calculated total energy   -88642.35556 eV
M   824.2 Da

ORCA input file:
```
! RIJCOSX wB97M-V def2-TZVPD def2/J DEFGRID3
* xyz 2 1
Pd -0.19 0.00 -0.17
O -0.62 2.86 1.35
S -0.29 2.26 0.07
C -1.58 2.64 -1.10
C -1.60 3.71 -1.98
C -2.74 3.91 -2.74
C -3.84 3.07 -2.61
C -3.81 1.99 -1.73
C -2.67 1.77 -0.96
P -2.50 0.38 0.18
C -3.43 -0.99 -0.43
C -2.97 -1.52 -1.65
C -3.68 -2.60 -2.18
C -4.67 -3.23 -1.43
C -5.01 -2.78 -0.16
C -4.40 -1.65 0.34
C -2.95 0.83 1.85
C -2.17 0.38 2.90
C -2.53 0.70 4.20
C -3.66 1.47 4.44
C -4.43 1.93 3.38
C -4.08 1.61 2.08
C 1.23 2.98 -0.52
C 1.33 4.37 -0.51
C 2.51 4.95 -0.94
C 3.58 4.15 -1.32
C 3.50 2.77 -1.25
C 2.32 2.17 -0.82
P 2.15 0.41 -0.51
C 2.13 0.27 1.31
C 2.33 1.29 2.24
C 2.10 1.05 3.58
C 1.67 -0.20 4.02
C 1.48 -1.23 3.10
C 1.71 -0.99 1.76
C 3.61 -0.48 -1.04
C 4.57 -0.93 -0.13
C 5.68 -1.62 -0.60
C 5.84 -1.85 -1.96
C 4.89 -1.40 -2.87
C 3.77 -0.72 -2.41
H -0.74 4.36 -2.09
H -2.77 4.73 -3.45
H -4.72 3.23 -3.22
H -4.65 1.32 -1.65
H -2.56 -0.82 -2.36
H -3.44 -2.96 -3.17
H -5.19 -4.08 -1.86
H -5.79 -3.28 0.40
H -4.66 -1.25 1.31
H -1.27 -0.21 2.71
H -1.92 0.36 5.03
H -3.93 1.72 5.45
H -5.31 2.53 3.57
H -4.68 1.98 1.26
H 0.50 4.98 -0.17
H 2.60 6.03 -0.97
H 4.50 4.61 -1.66
H 4.35 2.15 -1.49
H 2.66 2.27 1.92
H 2.25 1.84 4.30
H 1.49 -0.38 5.07
H 1.18 -2.22 3.43
H 1.66 -1.81 1.04
H 4.45 -0.75 0.93
H 6.42 -1.97 0.10
H 6.71 -2.38 -2.31
H 5.02 -1.58 -3.92
H 3.03 -0.37 -3.12
F 2.21 -5.96 -0.77
C 2.45 -4.71 -0.37
F 3.53 -4.26 -1.03
F 2.74 -4.73 0.93
C 1.25 -3.82 -0.63
C 0.20 -3.81 0.28
C -0.88 -2.98 0.02
N -0.94 -2.22 -1.08
C 0.07 -2.25 -1.96
C 1.19 -3.04 -1.77
H 0.23 -4.42 1.17
H -1.75 -2.93 0.68
H -0.07 -1.64 -2.85
H 2.00 -3.03 -2.49
*
```

---

(7)
The following is a quantum chemistry calculation of a molecular structure, C39H45N9O5PS5Sr at a distorted geometry, from OMol25.

Summary:
F_max   2.79 eV/Å
Calculated total energy   -129130.43386 eV
M   998.8 Da

ORCA input file:
```
! RIJCOSX wB97M-V def2-TZVPD def2/J DEFGRID3
* xyz -1 1
Sr -0.28 -0.40 0.61
C 4.13 0.52 3.34
C 4.26 1.92 3.40
C 3.28 2.69 2.81
C 2.11 2.05 2.28
N 2.00 0.71 2.25
C 3.00 0.01 2.77
C 0.90 2.80 1.98
C 0.64 4.01 2.58
C -0.53 4.75 2.21
C -1.31 4.24 1.15
C -1.07 2.89 0.75
N -0.03 2.17 1.22
C -1.92 2.34 -0.31
C -2.49 3.19 -1.30
C -3.45 2.72 -2.16
C -3.98 1.43 -1.89
C -3.33 0.63 -1.02
N -2.29 1.06 -0.26
H 4.88 -0.16 3.73
H 5.15 2.37 3.83
H 3.35 3.78 2.77
H 2.92 -1.09 2.71
H 1.30 4.40 3.37
H -0.65 5.74 2.65
H -2.19 4.72 0.69
H -2.15 4.22 -1.38
H -3.77 3.34 -2.99
H -4.92 1.07 -2.34
H -3.60 -0.44 -0.89
S 6.83 -5.05 0.51
N 5.31 -5.32 1.07
C 4.51 -4.30 0.78
C 3.17 -4.05 1.24
C 2.48 -4.97 2.06
C 1.18 -4.66 2.46
C 0.62 -3.40 2.14
N 1.24 -2.54 1.36
C 2.48 -2.82 0.93
C 3.15 -1.89 -0.01
N 2.44 -0.81 -0.42
C 2.95 0.02 -1.33
C 4.31 -0.04 -1.70
C 5.13 -1.11 -1.25
C 4.57 -2.05 -0.36
C 5.25 -3.28 0.04
N 6.54 -3.55 -0.11
H 3.00 -5.89 2.32
H 0.54 -5.39 3.02
H -0.39 -3.09 2.51
H 2.33 0.89 -1.69
H 4.71 0.63 -2.43
H 6.17 -1.18 -1.56
O -1.30 -1.98 -1.16
S -2.14 -2.96 -0.35
O -2.21 -2.55 1.10
O -3.43 -3.09 -1.02
S -1.12 -4.72 -0.33
C -2.88 0.30 -5.46
C -2.56 1.71 -5.85
C -2.00 1.71 -7.26
O -1.73 2.38 -4.78
P -0.19 2.09 -4.36
S 0.70 3.73 -3.93
S -0.37 0.49 -3.25
O 0.33 1.49 -5.79
C 1.68 1.52 -6.32
C 2.76 1.45 -5.22
C 1.86 0.27 -7.19
H -3.55 -0.20 -6.15
H -3.25 0.18 -4.41
H -1.94 -0.22 -5.51
H -3.49 2.31 -5.82
H -1.21 0.99 -7.49
H -1.52 2.70 -7.50
H -2.79 1.61 -7.99
H 1.76 2.44 -6.94
H 2.69 0.57 -4.55
H 2.76 2.32 -4.58
H 3.67 1.41 -5.77
H 1.61 -0.54 -6.48
H 2.93 0.21 -7.56
H 1.31 0.28 -8.14
C -4.80 -1.50 3.74
C -3.44 -2.04 4.11
N -2.66 -0.99 4.78
C -2.70 -1.13 6.25
C -3.99 -0.68 6.83
C -1.74 -0.33 4.05
C -0.65 0.32 4.85
N -1.66 -0.31 2.74
H -5.51 -1.94 4.42
H -5.02 -1.91 2.72
H -4.96 -0.41 3.75
H -2.91 -2.40 3.19
H -3.52 -2.87 4.81
H -1.97 -0.58 6.84
H -2.57 -2.17 6.46
H -4.31 0.25 6.36
H -3.85 -0.40 7.85
H -4.83 -1.35 6.74
H -0.25 -0.46 5.48
H -1.05 1.10 5.48
H 0.02 0.77 4.16
H -2.46 -0.68 2.29
*
```

---

(8)
The following is a quantum chemistry calculation of ClH4N2OP in the gas phase at a distorted geometry, from OMol25.

Summary:
F_max   4.19 eV/Å
Calculated total energy   -26903.29812 eV
M   114.5 Da
SMILES string   NP(O)NCl

ORCA input file:
```
! RIJCOSX wB97M-V def2-TZVPD def2/J DEFGRID3
* xyz 0 1
N -0.42 0.05 1.01
N 0.94 0.95 -1.24
O -0.27 -1.30 -1.10
P -0.63 0.18 -0.69
Cl 1.96 1.84 -0.14
H -1.14 -0.39 1.47
H -0.22 0.90 1.43
H 0.76 1.76 -2.06
H 0.46 -1.64 -0.59
*
```

---

(9)
The following is a quantum chemistry calculation of a molecular structure, C8H15NOOsP at a distorted geometry, from OMol25.

Summary:
F_max   7.22 eV/Å
Calculated total energy   -23820.44579 eV
M   362.4 Da

ORCA input file:
```
! RIJCOSX wB97M-V def2-TZVPD def2/J DEFGRID3
* xyz 1 5
C 1.33 1.72 -0.71
C 1.24 1.81 0.73
C -0.14 1.91 1.08
C -0.92 1.92 -0.14
C -0.01 1.78 -1.25
Os 0.20 0.15 0.02
P 1.40 -1.71 -0.25
H 2.25 1.65 -1.28
H 2.09 1.82 1.41
H -0.52 2.03 2.09
H -0.26 1.74 -2.31
H -1.99 2.04 -0.22
H 1.20 -2.77 0.73
H 2.81 -1.46 -0.19
H 1.21 -2.35 -1.54
C -3.98 -1.85 1.63
N -2.85 -2.67 1.21
C -3.02 -4.13 1.26
C -1.74 -2.07 0.79
O -1.67 -0.81 0.77
H -4.79 -2.52 1.92
H -4.32 -1.21 0.80
H -3.70 -1.23 2.49
H -2.89 -4.57 0.27
H -2.29 -4.58 1.95
H -4.03 -4.33 1.62
H -0.88 -2.70 0.47
*
```

---

(10)
The following is a quantum chemistry calculation of 2 unconnected molecules or ions with the total composition C5H6O at a distorted geometry, from OMol25.

Summary:
F_max   1.29 eV/Å
Calculated total energy   -7325.71247 eV
M   82.1 Da
SMILES string   CC=C=O.C#C

ORCA input file:
```
! RIJCOSX wB97M-V def2-TZVPD def2/J DEFGRID3
* xyz 0 1
C -1.71 0.10 0.04
C -0.53 1.04 0.02
C 0.70 1.19 -0.36
O 1.77 1.59 -0.64
C 2.09 -1.03 0.13
C 1.14 -1.75 0.27
H -2.56 0.67 -0.34
H -1.99 -0.27 1.04
H -1.61 -0.78 -0.61
H -0.64 2.15 0.03
H 2.91 -0.36 0.01
H 0.44 -2.55 0.41
*
```

---

(11)
The following is a quantum chemistry calculation of 2 unconnected molecules or ions with the total composition C6H9N at a distorted geometry, from OMol25.

Summary:
F_max   4.47 eV/Å
Calculated total energy   -7848.97973 eV
M   95.1 Da

ORCA input file:
```
! RIJCOSX wB97M-V def2-TZVPD def2/J DEFGRID3
* xyz 0 1
C -2.13 -1.25 -0.06
C -1.67 0.02 -0.06
C -0.92 -1.04 -0.74
C -1.80 1.42 0.15
C 2.17 0.07 -0.72
C 1.70 -0.56 0.62
N 0.98 -1.70 0.36
H -2.84 -1.90 0.28
H -2.67 1.64 -0.32
H -0.98 1.91 -0.29
H -1.90 1.82 1.17
H 2.98 -0.51 -1.04
H 1.35 -0.05 -1.33
H 2.24 1.04 -0.51
H 0.91 0.00 1.22
H 2.58 -0.92 1.27
*
```

---

Energy relative to the best compared isomer or geometry (same formula, charge and spin) (computed, kJ/mol): 0.0, 526.9, 118.1, 587.1, 134.0, 145.9, 105.0, 296.6, 0.0, 344.7, 885.7